# 1
The following is a DFT calculation (ωB97M-V with the def2-TZVPD basis set) of a cluster of 2 separate species, BrClS in total.

Atoms and positions in Å:
S  -0.30080  0.22103  1.33290
Cl  -1.01847  -1.61110  1.12954
Br  1.31926  1.39007  -2.46244

HOMO level (spin up / spin down)	-8.74 / -8.71	eV
LUMO level (spin up / spin down)	-5.084 / -5.115	eV
Kohn-Sham gap (spin up / spin down)	3.7 / 3.6	eV
relative energy (zero: lowest compared OMol25 entry of this formula, charge and spin)	35.27	kcal/mol
total charge	0

# 2
The following is a DFT calculation (ωB97M-V with the def2-TZVPD basis set) of a cluster of 4 separate species, C16H30BN2O13 in total.

Atoms and positions in Å:
C  1.59462  0.84494  3.39377
B  0.43795  1.34273  2.41379
O  0.74627  1.69490  1.10349
N  -0.89906  1.44991  2.94459
C  -1.81292  0.45285  2.41499
N  -3.19262  0.69825  2.99833
C  -3.59734  1.82526  2.78503
O  -4.05415  2.90820  2.86517
C  -1.39738  -0.96969  2.85545
O  -0.87689  -1.72576  2.01737
O  -1.62538  -1.22565  4.02437
H  1.49187  -0.21056  3.63088
H  2.58915  1.04713  2.99951
H  1.49041  1.42819  4.31069
H  1.06784  0.93947  0.61233
H  -0.87718  1.37566  3.95263
H  -1.88788  0.51399  1.33682
C  -3.37389  -4.11577  4.68661
C  -2.99624  -4.23912  6.14358
O  -3.95102  -3.59265  7.01117
C  -5.08598  -4.23926  7.20592
O  -5.39439  -5.31401  6.75960
O  -5.85864  -3.48777  8.00434
C  -7.15496  -4.03063  8.22991
H  -3.51094  -3.06809  4.41860
H  -2.59268  -4.53632  4.05527
H  -4.30838  -4.63713  4.47188
H  -2.05039  -3.72985  6.31419
H  -2.87029  -5.28038  6.44564
H  -7.09544  -5.05074  8.60509
H  -7.74038  -4.00138  7.31139
H  -7.63559  -3.40390  8.97705
C  0.28549  3.02586  -6.10632
C  -0.53961  2.37968  -5.01291
O  0.21775  2.20748  -3.80878
C  0.41420  3.31457  -3.08800
O  0.00711  4.41354  -3.35359
O  1.15317  2.98610  -2.03324
C  1.52413  4.09123  -1.20360
H  1.20198  2.45771  -6.27670
H  -0.28200  3.06979  -7.03626
H  0.57600  4.03973  -5.83385
H  -0.83601  1.37848  -5.32026
H  -1.44965  2.94248  -4.80583
H  0.65114  4.65717  -0.88943
H  2.22499  4.73569  -1.73461
H  2.01001  3.68212  -0.32345
C  6.62088  -1.27944  -6.95140
C  5.71620  -0.23223  -7.56653
O  4.47480  -0.11906  -6.86170
C  4.53646  0.53124  -5.69695
O  5.51995  1.03150  -5.21952
O  3.32112  0.52683  -5.16036
C  3.24473  1.12144  -3.85678
H  6.10282  -2.23704  -6.88286
H  7.52150  -1.40627  -7.55288
H  6.91944  -0.99859  -5.94267
H  5.45266  -0.52426  -8.58185
H  6.20579  0.74039  -7.62181
H  3.65168  2.13084  -3.86217
H  3.77470  0.50400  -3.13276
H  2.20045  1.16620  -3.58238

HOMO level	-4.97	eV
LUMO level	2.155	eV
Kohn-Sham gap	7.1	eV
relative energy (zero: lowest compared OMol25 entry of this formula, charge and spin)	6.35	kcal/mol
total charge	-1

# 3
The following is a DFT calculation (ωB97M-V with the def2-TZVPD basis set) of the molecule C7H17NO.

Atoms and positions in Å:
C  0.13372  -1.03546  1.93810
C  1.02764  -0.23540  1.00955
N  2.31648  -0.88589  0.94744
C  0.56949  0.05044  -0.64860
C  1.37910  1.25795  -1.13001
C  -0.91881  0.14963  -0.72264
C  -1.60576  1.28362  0.01726
C  -1.67419  -1.16636  -0.60572
O  -1.04910  0.44853  -2.35066
H  -0.80685  -0.52109  2.13880
H  -0.07137  -2.03764  1.55163
H  0.61527  -1.16101  2.91593
H  1.15306  0.77016  1.41981
H  3.01010  -0.57420  1.61954
H  2.25659  -1.84699  0.62134
H  0.90200  -0.83375  -1.20062
H  1.01211  2.19440  -0.70277
H  2.43582  1.16863  -0.85613
H  1.32703  1.33637  -2.21830
H  -2.54311  1.52773  -0.49414
H  -1.02254  2.20722  0.03175
H  -1.86161  1.02181  1.04587
H  -2.54414  -1.13374  -1.27031
H  -2.04161  -1.36938  0.40138
H  -1.06971  -2.01332  -0.94416
H  -0.92961  1.39772  -2.51435

HOMO level	-8.60	eV
LUMO level	0.928	eV
SMILES string	C[C@@H](N)[C@H](C)C(C)(C)O
Kohn-Sham gap	9.5	eV
relative energy (zero: lowest compared OMol25 entry of this formula, charge and spin)	41.41	kcal/mol
total charge	0

# 4
The following is a DFT calculation (ωB97M-V with the def2-TZVPD basis set) of a cluster of 15 separate species, C38H46Cl42FN3O5S in total.

Atoms and positions in Å:
C  -2.29729  -1.09906  3.31668
C  -3.84871  -0.50653  3.51414
O  -4.26338  -0.41239  4.80162
O  -4.72319  -0.09638  2.39884
C  -4.79389  1.38999  2.29262
C  -3.27415  2.00403  2.32622
C  -3.09726  3.46604  1.60583
C  -1.49793  3.88239  1.44803
C  -0.63940  3.77420  2.84049
C  0.95008  3.53771  2.37682
C  1.72888  4.79598  2.12548
F  1.18498  6.17529  2.26192
C  3.29506  4.61684  1.61361
O  4.19642  5.60349  1.72428
C  3.64439  3.14756  0.90913
C  4.89685  3.12496  -0.14873
C  4.38289  3.13885  -1.70927
C  3.07286  4.08193  -1.99741
C  2.54626  3.88719  -3.57282
C  1.62276  2.49470  -3.53125
C  0.01304  2.77702  -3.66709
C  -0.78275  1.32089  -3.65641
S  -0.23723  0.15127  -5.01999
C  -0.67899  -1.63726  -4.61758
N  0.43789  -2.65202  -4.30707
N  -0.11921  -3.91023  -4.02166
C  -1.62419  -3.68269  -4.11971
O  -2.00432  -2.29627  -4.50675
C  2.87953  1.89162  1.14736
C  3.22883  0.43386  0.45006
C  4.60564  -0.12567  1.19771
N  5.73910  -0.52908  0.48179
C  1.58582  2.00353  2.19784
O  1.06437  0.91485  2.82732
H  -1.57886  -0.22163  3.66475
H  -2.10429  -2.08476  3.91768
H  -2.14589  -1.20528  2.15927
H  -5.41889  1.82225  3.19512
H  -5.38460  1.62963  1.30400
H  -2.54335  1.25995  1.79379
H  -2.96771  2.15389  3.46777
H  -3.73066  4.31374  2.11895
H  -3.53395  3.35269  0.50598
H  -1.48033  5.01279  1.06861
H  -0.98714  3.23404  0.58791
H  -0.90150  2.85812  3.51979
H  -0.66177  4.78520  3.44526
H  5.63652  2.21056  0.05003
H  5.56186  4.09600  0.03135
H  4.28260  2.02733  -2.10036
H  5.27649  3.61168  -2.34346
H  2.12845  3.82602  -1.33254
H  3.36462  5.18767  -1.74712
H  1.78822  4.77237  -3.80057
H  3.43702  3.82345  -4.32949
H  2.06653  1.74919  -4.31769
H  1.77870  1.97410  -2.46871
H  -0.41495  3.47550  -2.80563
H  -0.19683  3.25757  -4.71458
H  -1.94296  1.54774  -3.81713
H  -0.70409  0.78246  -2.60317
H  -2.31449  -4.60398  -3.89240
H  3.36527  0.54287  -0.72834
H  2.39958  -0.38802  0.64530
H  4.58832  -0.11558  2.37835
H  6.40983  -0.79685  1.26130
C  -5.28608  0.49353  -3.35225
Cl  -4.36449  1.86045  -2.70271
Cl  -4.19431  -0.72970  -4.02390
Cl  -6.31673  -0.21455  -2.09683
H  -5.92739  0.86190  -4.15704
C  0.11985  -3.91788  6.09394
Cl  -1.58948  -3.46177  5.99465
Cl  0.45461  -5.30762  5.04706
Cl  1.15562  -2.54759  5.65901
H  0.34088  -4.20279  7.12574
C  -9.16770  1.67538  -4.42644
Cl  -8.24611  3.04229  -3.77691
Cl  -8.07593  0.45214  -5.09810
Cl  -10.19835  0.96730  -3.17103
H  -9.80900  2.04375  -5.23123
C  -0.85659  2.24051  6.69605
Cl  -2.06008  3.02944  5.66219
Cl  -1.31584  0.55893  7.01350
Cl  0.74930  2.31679  5.95107
H  -0.81949  2.77330  7.64967
C  4.52296  -1.49087  6.94209
Cl  5.28623  -2.71341  7.97287
Cl  4.52245  0.08812  7.74596
Cl  5.34929  -1.39228  5.37776
H  3.48598  -1.78786  6.76570
C  -7.56634  -1.40364  4.38661
Cl  -8.62321  0.00225  4.17173
Cl  -8.19094  -2.46206  5.66294
Cl  -7.40037  -2.29555  2.86456
H  -6.57737  -1.04830  4.68714
C  -4.08266  -6.38284  -6.40531
Cl  -2.79167  -7.50513  -6.86738
Cl  -5.65220  -6.96881  -6.98200
Cl  -4.11058  -6.15622  -4.64817
H  -3.88260  -5.41596  -6.87411
C  -3.66317  6.57321  -0.77947
Cl  -4.08444  5.05630  -1.59261
Cl  -4.65181  6.79520  0.67404
Cl  -1.93951  6.60158  -0.36977
H  -3.86791  7.39970  -1.46478
C  8.01029  -2.05641  11.10542
Cl  6.80680  -1.26748  10.07156
Cl  7.55104  -3.73799  11.42288
Cl  9.61618  -1.98013  10.36045
H  8.04738  -1.52363  12.05905
C  6.38070  1.07220  -4.65022
Cl  5.58260  2.57389  -5.14786
Cl  8.13918  1.28579  -4.61111
Cl  5.78273  0.54473  -3.06786
H  6.14414  0.29708  -5.38363
C  3.63472  -3.30015  -2.47614
Cl  4.39798  -4.52269  -1.44536
Cl  3.63420  -1.72117  -1.67227
Cl  4.46104  -3.20157  -4.04048
H  2.59774  -3.59715  -2.65254
C  -3.56189  -10.71510  -8.47081
Cl  -4.75831  -10.29814  -9.70952
Cl  -4.09402  -12.12732  -7.54244
Cl  -1.98011  -11.01666  -9.21022
H  -3.46611  -9.86878  -7.78581
C  9.43051  -2.94561  5.41022
Cl  8.09265  -2.62249  6.52618
Cl  8.82543  -3.15687  3.75836
Cl  10.62315  -1.63667  5.47325
H  9.92014  -3.87279  5.71886
C  -4.15177  -2.61314  -8.70276
Cl  -3.42303  -3.77589  -9.82376
Cl  -5.82831  -3.06100  -8.34493
Cl  -3.20316  -2.51003  -7.20971
H  -4.15225  -1.62940  -9.17910

HOMO level	-9.27	eV
LUMO level	-2.008	eV
Kohn-Sham gap	7.3	eV
total charge	0